(1)
ORCA calculation (ωB97M-V/def2-TZVPD) on 4 unconnected molecules or ions with the total composition C4H14O3 in a non-equilibrium geometry.

Calculated values
E_HOMO ... -9.48 eV
M ... 110.15 g mol⁻¹
SMILES ... C/C=C/C.O.O.O
Net charge ... 0
Energy relative to the best compared isomer or geometry (same formula, charge and spin) ... 11.5 kcal per mole
Spin multiplicity ... 1

Each atom is followed by the atoms it is bonded to, with distances in Å.
Geometry (Å):
1 H 0.62421 -1.40707 -1.43185  C10 1.092
2 H 3.61602 -0.49876 1.15977  O19 0.935
3 H -0.79478 1.33745 -0.12949  C12 1.087
4 H 0.16313 -2.08908 1.17069  O17 0.955
5 H -3.21007 1.48230 0.65791  C7 1.090
6 H 2.78442 2.55016 -0.97541  O16 0.955
7 C -2.61299 0.61015 0.92629  H5 1.090, C12 1.502, H13 1.089, H14 1.091
8 H -0.12452 -0.65315 1.45849  O17 0.971
9 H 2.13572 -0.74098 0.91200  O19 0.988
10 C -0.11760 -0.70183 -1.81192  H1 1.092, H11 1.091, H18 1.085, C20 1.503
11 H -0.47766 -1.09516 -2.76429  C10 1.091
12 C -1.47923 0.49666 -0.05266  H3 1.087, C7 1.502, C20 1.333
13 H -3.25822 -0.26648 0.88605  C7 1.089
14 H -2.24804 0.75280 1.94498  C7 1.091
15 H 2.39623 1.35376 -0.10517  O16 0.969
16 O 2.06736 2.19542 -0.45409  H6 0.955, H15 0.969
17 O 0.48736 -1.36632 1.70466  H4 0.955, H8 0.971
18 H 0.35984 0.25721 -1.98657  C10 1.085
19 O 2.94177 -0.30719 0.54026  H2 0.935, H9 0.988
20 C -1.25911 -0.55232 -0.84562  C10 1.503, C12 1.333, H21 1.091
21 H -1.99383 -1.35756 -0.80404  C20 1.091

Want to see where the charge sits? The natural (NBO) charges in e are: atom 1 (H): 0.214, atom 2 (H): 0.474, atom 3 (H): 0.215, atom 4 (H): 0.475, atom 5 (H): 0.222, atom 6 (H): 0.463, atom 7 (C): -0.643, atom 8 (H): 0.492, atom 9 (H): 0.505, atom 10 (C): -0.651, atom 11 (H): 0.215, atom 12 (C): -0.222, atom 13 (H): 0.210, atom 14 (H): 0.215, atom 15 (H): 0.497, atom 16 (O): -0.976, atom 17 (O): -0.953, atom 18 (H): 0.234, atom 19 (O): -0.980, atom 20 (C): -0.189, atom 21 (H): 0.184

---

(2)
ORCA calculation (ωB97M-V/def2-TZVPD) on 4 unconnected molecules or ions with the total composition C4H14O3 in a non-equilibrium geometry.

Calculated values
E_HOMO ... -9.02 eV
M ... 110.15 g mol⁻¹
SMILES ... C/C=C/C.O.O.O
Net charge ... 0
Energy relative to the best compared isomer or geometry (same formula, charge and spin) ... 54.7 kcal per mole
Spin multiplicity ... 1

Each atom is followed by the atoms it is bonded to, with distances in Å.
Geometry (Å):
1 H -0.60684 0.09114 -0.45060  C17 1.090
2 H 1.01013 -1.98064 1.30566  C5 1.093
3 O 2.67333 1.18093 -0.68166  H11 0.949, H19 0.954
4 C 0.81956 -1.43102 -0.81148  C5 1.522, H13 1.086, C17 1.344
5 C 1.55421 -1.44674 0.52171  H2 1.093, C4 1.522, H16 1.105, H18 1.087
6 H -0.93065 0.96693 2.07204  O15 0.964
7 H 0.38214 1.13323 2.57530  O15 0.963
8 H -2.46305 -1.05252 -1.43599  C20 1.100
9 H -3.12418 3.84901 0.83401  O14 0.948
10 H -2.25056 2.62727 1.22703  O14 0.956
11 H 3.16356 0.69648 -0.02859  O3 0.949
12 H -1.50338 -0.95255 -2.81893  C20 1.090
13 H 1.14843 -2.19430 -1.51116  C4 1.086
14 O -3.14138 2.92600 1.04794  H9 0.948, H10 0.956
15 O -0.41592 1.66535 2.49288  H6 0.964, H7 0.963
16 H 1.43021 -0.45382 0.99023  C5 1.105
17 C -0.42618 -0.92657 -0.79717  H1 1.090, C4 1.344, C20 1.513
18 H 2.58833 -1.77867 0.48740  C5 1.087
19 H 3.14006 0.86904 -1.45352  O3 0.954
20 C -1.47124 -1.35119 -1.80493  H8 1.100, H12 1.090, C17 1.513, H21 1.092
21 H -1.57661 -2.43736 -1.76018  C20 1.092

Want to see where the charge sits? The natural (NBO) charges in e are: atom 1 (H): 0.201, atom 2 (H): 0.221, atom 3 (O): -0.919, atom 4 (C): -0.158, atom 5 (C): -0.654, atom 6 (H): 0.462, atom 7 (H): 0.467, atom 8 (H): 0.216, atom 9 (H): 0.472, atom 10 (H): 0.478, atom 11 (H): 0.460, atom 12 (H): 0.225, atom 13 (H): 0.188, atom 14 (O): -0.950, atom 15 (O): -0.927, atom 16 (H): 0.201, atom 17 (C): -0.201, atom 18 (H): 0.206, atom 19 (H): 0.463, atom 20 (C): -0.663, atom 21 (H): 0.212

---

(3)
ORCA calculation (ωB97M-V/def2-TZVPD) on 3 unconnected molecules or ions with the total composition C4H14O3.

Calculated values
E_HOMO ... -10.17 eV
M ... 110.15 g mol⁻¹
SMILES ... CCO.CO.CO
Net charge ... 0
Energy relative to the best compared isomer or geometry (same formula, charge and spin) ... 38.3 kcal per mole
Spin multiplicity ... 1

Each atom is followed by the atoms it is bonded to, with distances in Å.
Geometry (Å):
1 H 11.10132 22.34146 -13.28179  C16 1.090
2 O 10.77182 20.40169 -15.05052  H10 0.961, C21 1.432
3 H 12.10260 24.01914 -7.69625  O8 0.961
4 H 11.38281 21.28216 -11.90554  C16 1.090
5 H 11.34646 25.93906 -6.52192  C11 1.099
6 H 10.88494 19.28921 -13.29482  C21 1.095
7 H 11.61102 19.75206 -7.86294  C19 1.090
8 O 11.36576 23.93193 -7.08566  H3 0.961, C11 1.404
9 H 12.45925 21.22659 -13.35136  C16 1.090
10 H 10.30874 19.69490 -15.50798  O2 0.961
11 C 10.71023 25.16895 -6.97927  H5 1.099, O8 1.404, H14 1.096, H17 1.087
12 H 12.08149 19.42959 -9.53093  C19 1.090
13 O 11.86801 21.40378 -9.11886  H15 0.963, C19 1.422
14 H 10.37779 25.55582 -7.94938  C11 1.096
15 H 11.49775 21.92922 -8.40215  O13 0.963
16 C 11.43729 21.34530 -12.99259  H1 1.090, H4 1.090, H9 1.090, C21 1.501
17 H 9.83796 25.06226 -6.33881  C11 1.087
18 H 10.41881 19.92073 -9.20856  C19 1.093
19 C 11.45744 20.05995 -8.89766  H7 1.090, H12 1.090, O13 1.422, H18 1.093
20 H 9.52801 20.43288 -13.40068  C21 1.096
21 C 10.58912 20.28668 -13.63473  O2 1.432, H6 1.095, C16 1.501, H20 1.096

Want to see where the charge sits? The natural (NBO) charges in e are: atom 1 (H): 0.209, atom 2 (O): -0.734, atom 3 (H): 0.471, atom 4 (H): 0.224, atom 5 (H): 0.161, atom 6 (H): 0.154, atom 7 (H): 0.168, atom 8 (O): -0.732, atom 9 (H): 0.213, atom 10 (H): 0.467, atom 11 (C): -0.245, atom 12 (H): 0.179, atom 13 (O): -0.735, atom 14 (H): 0.163, atom 15 (H): 0.475, atom 16 (C): -0.629, atom 17 (H): 0.184, atom 18 (H): 0.161, atom 19 (C): -0.250, atom 20 (H): 0.154, atom 21 (C): -0.058

---

(4)
ORCA calculation (ωB97M-V/def2-TZVPD) on 3 unconnected molecules or ions with the total composition C4H14O3 in a non-equilibrium geometry.

Calculated values
E_HOMO ... -10.70 eV
M ... 110.15 g mol⁻¹
SMILES ... CC[C@H](C)O.O.O
Net charge ... 0
Energy relative to the best compared isomer or geometry (same formula, charge and spin) ... 6.3 kcal per mole
Spin multiplicity ... 1

Each atom is followed by the atoms it is bonded to, with distances in Å.
Geometry (Å):
1 H -1.29504 2.08193 0.57977  C7 1.100
2 O -1.38698 -0.04400 -1.13447  H6 0.969, C20 1.444
3 H 0.44456 0.33680 0.74221  C9 1.092
4 C -0.55505 -2.04819 -0.18191  H5 1.088, H10 1.080, H17 1.083, C20 1.508
5 H -1.07477 -2.50513 -1.02122  C4 1.088
6 H -2.05279 0.64703 -1.00046  O2 0.969
7 C -1.18759 1.45296 1.47562  H1 1.100, C9 1.532, H11 1.071, H21 1.086
8 O 1.36519 0.56155 -1.99082  H14 0.965, H19 0.958
9 C -0.54515 0.10337 1.14127  H3 1.092, C7 1.532, H18 1.095, C20 1.519
10 H 0.50970 -1.99010 -0.35336  C4 1.080
11 H -2.16750 1.36566 1.89927  C7 1.071
12 O 3.85220 0.31500 -0.18872  H15 0.967, H16 0.969
13 H -2.28183 -0.96513 0.45761  C20 1.089
14 H 0.55893 0.13930 -1.67106  O8 0.965
15 H 3.23060 -0.01985 -0.84900  O12 0.967
16 H 4.29380 1.03934 -0.65755  O12 0.969
17 H -0.74197 -2.74972 0.62176  C4 1.083
18 H -0.37993 -0.44565 2.07402  C9 1.095
19 H 1.18995 1.48291 -2.18454  O8 0.958
20 C -1.26879 -0.75390 0.11683  O2 1.444, C4 1.508, C9 1.519, H13 1.089
21 H -0.50754 1.99582 2.12475  C7 1.086

Want to see where the charge sits? The natural (NBO) charges in e are: atom 1 (H): 0.192, atom 2 (O): -0.751, atom 3 (H): 0.215, atom 4 (C): -0.632, atom 5 (H): 0.223, atom 6 (H): 0.476, atom 7 (C): -0.610, atom 8 (O): -0.980, atom 9 (C): -0.428, atom 10 (H): 0.217, atom 11 (H): 0.200, atom 12 (O): -0.953, atom 13 (H): 0.161, atom 14 (H): 0.498, atom 15 (H): 0.488, atom 16 (H): 0.462, atom 17 (H): 0.218, atom 18 (H): 0.210, atom 19 (H): 0.475, atom 20 (C): 0.095, atom 21 (H): 0.222

---

(5)
ORCA calculation (ωB97M-V/def2-TZVPD) on 2 unconnected molecules or ions with the total composition C4H15N2O in a non-equilibrium geometry.

Calculated values
E_HOMO ... -14.21 eV
M ... 107.18 g mol⁻¹
Net charge ... +1
Energy relative to the best compared isomer or geometry (same formula, charge and spin) ... 13.2 kcal per mole
Spin multiplicity ... 1

Each atom is followed by the atoms it is bonded to, with distances in Å.
Geometry (Å):
1 H 1.35814 -0.07277 0.44123  C10 1.058
2 H -0.43835 -4.08340 0.95788  O8 0.963
3 H 0.05068 1.04537 -1.98576  C6 1.101
4 H -0.84226 -3.60241 2.35447  O8 0.969
5 H 0.10658 3.30726 -0.32333  C19 1.094
6 C 0.49451 1.24705 -0.99835  H3 1.101, C10 1.542, H18 1.092, C19 1.551
7 H 1.80340 -0.67013 -1.96787  C16 1.087
8 O -0.95397 -3.40839 1.41169  H2 0.963, H4 0.969
9 H -1.30346 2.33199 -0.72955  C19 1.077
10 C 0.62956 -0.13295 -0.32425  H1 1.058, C6 1.542, C16 1.524, N17 1.481
11 H -0.71986 -1.14655 1.11122  N17 1.021
12 H -1.17798 2.53275 1.63138  N15 1.012
13 H 0.26055 -1.46562 -1.94439  C16 1.091
14 H 0.39112 2.01397 1.67398  N15 1.012
15 N -0.48789 1.94779 1.17768  H12 1.012, H14 1.012, C19 1.475
16 C 1.10640 -1.18905 -1.31403  H7 1.087, C10 1.524, H13 1.091, H20 1.085
17 N -0.64463 -0.46881 0.35172  C10 1.481, H11 1.021, H21 1.086, H22 1.018
18 H 1.50654 1.63294 -1.13614  C6 1.092
19 C -0.34300 2.31274 -0.24372  H5 1.094, C6 1.551, H9 1.077, N15 1.475
20 H 1.50118 -2.04236 -0.77313  C16 1.085
21 H -0.83642 0.46019 0.88074  N17 1.086
22 H -1.46083 -0.54960 -0.25148  N17 1.018

Want to see where the charge sits? The natural (NBO) charges in e are: atom 1 (H): 0.207, atom 2 (H): 0.488, atom 3 (H): 0.224, atom 4 (H): 0.487, atom 5 (H): 0.218, atom 6 (C): -0.434, atom 7 (H): 0.239, atom 8 (O): -0.968, atom 9 (H): 0.208, atom 10 (C): -0.039, atom 11 (H): 0.458, atom 12 (H): 0.404, atom 13 (H): 0.216, atom 14 (H): 0.388, atom 15 (N): -0.847, atom 16 (C): -0.610, atom 17 (N): -0.743, atom 18 (H): 0.241, atom 19 (C): -0.235, atom 20 (H): 0.231, atom 21 (H): 0.449, atom 22 (H): 0.418

---

(6)
ORCA calculation (ωB97M-V/def2-TZVPD) on 2 unconnected molecules or ions with the total composition C4H15N2O in a non-equilibrium geometry.

Calculated values
E_HOMO ... -13.35 eV
M ... 107.18 g mol⁻¹
Net charge ... +1
Energy relative to the best compared isomer or geometry (same formula, charge and spin) ... 53.8 kcal per mole
Spin multiplicity ... 1

Each atom is followed by the atoms it is bonded to, with distances in Å.
Geometry (Å):
1 H -0.44297 -2.07463 -0.90939  N16 1.021
2 H 1.24622 -1.94241 0.36547  C18 1.122
3 H 1.21622 0.99302 -1.30142  C19 1.090
4 O 1.12888 -2.34491 2.98436  H13 0.978, C15 1.429
5 H 1.18693 2.57070 -0.63852  C19 1.057
6 H 0.70623 2.87433 -3.12694  C21 1.089
7 N -0.55004 1.48578 -0.18985  H10 1.014, H11 1.018, C19 1.571, H22 1.012
8 H -0.15827 -3.42841 1.67306  C15 1.111
9 H -0.68007 3.36238 -2.15741  C21 1.113
10 H -0.16996 0.83026 0.48388  N7 1.014
11 H -1.39539 1.06535 -0.56999  N7 1.018
12 H -0.89849 -2.07160 2.57536  C15 1.117
13 H 0.89160 -3.05219 3.61669  O4 0.978
14 H 0.52277 -0.51543 1.27869  C18 1.135
15 C 0.03632 -2.40696 2.06469  O4 1.429, H8 1.111, H12 1.117, C18 1.523
16 N -0.83764 -1.57700 -0.11040  H1 1.021, C18 1.494, H20 1.024
17 H -0.69454 1.77373 -2.96534  C21 1.088
18 C 0.31256 -1.54200 0.84222  H2 1.122, H14 1.135, C15 1.523, N16 1.494
19 C 0.59817 1.88340 -1.18506  H3 1.090, H5 1.057, N7 1.571, C21 1.548
20 H -1.07450 -0.68763 -0.55978  N16 1.024
21 C -0.05577 2.48864 -2.45099  H6 1.089, H9 1.113, H17 1.088, C19 1.548
22 H -0.88828 2.31557 0.28067  N7 1.012

Want to see where the charge sits? The natural (NBO) charges in e are: atom 1 (H): 0.375, atom 2 (H): 0.210, atom 3 (H): 0.233, atom 4 (O): -0.710, atom 5 (H): 0.228, atom 6 (H): 0.265, atom 7 (N): -0.692, atom 8 (H): 0.177, atom 9 (H): 0.228, atom 10 (H): 0.448, atom 11 (H): 0.433, atom 12 (H): 0.168, atom 13 (H): 0.483, atom 14 (H): 0.138, atom 15 (C): -0.075, atom 16 (N): -0.814, atom 17 (H): 0.230, atom 18 (C): -0.240, atom 19 (C): -0.193, atom 20 (H): 0.308, atom 21 (C): -0.641, atom 22 (H): 0.440